--- i ---
A molecular structure, C45H51ClInN8O6S3, computed with wB97M-V/def2-TZVPD.

```
115
C45H51ClInN8O6S3 (wB97M-V/def2-TZVPD)
In 0.10628 -0.91469 -0.56727
C -0.05402 -2.92126 2.55156
C -1.01667 -1.88336 2.07337
N -1.70107 -2.14052 1.01150
N -2.82813 -1.39630 0.81427
C -3.10928 -0.86972 -0.30408
S -2.09975 -0.67258 -1.71620
S -4.81822 -0.37618 -0.40656
C -4.70736 1.14628 -1.39707
C -4.47381 2.35274 -0.53967
C -5.46567 3.31211 -0.37933
C -5.25441 4.42438 0.42171
C -4.04379 4.58425 1.07668
C -3.04717 3.62955 0.92195
C -3.25636 2.52176 0.11879
C -1.11236 -0.60794 2.79198
C -1.34759 -0.54415 4.15960
C -1.35787 0.66178 4.83536
C -1.06793 1.82361 4.12479
C -0.80106 1.77683 2.77449
C -0.85039 0.57032 2.05229
O -0.66118 0.59303 0.76202
H -0.00808 -3.73861 1.83582
H 0.93420 -2.48577 2.69620
H -0.40707 -3.30171 3.51379
H -3.88651 0.99075 -2.10147
H -5.63710 1.22605 -1.95900
H -6.41420 3.18421 -0.88554
H -6.03837 5.16135 0.53920
H -3.88042 5.44300 1.71449
H -2.10619 3.73908 1.44304
H -2.48078 1.76952 0.02760
H -1.55103 -1.46462 4.69544
H -1.57732 0.69752 5.89368
H -1.04739 2.77771 4.63793
H -0.54417 2.67081 2.22274
Cl 4.34933 1.54883 -3.52706
C 3.64469 0.60045 -2.19054
C 2.43636 1.25977 -1.51803
O 2.12361 2.41431 -1.75503
O 1.87800 0.46269 -0.70126
H 4.42403 0.43345 -1.44821
H 3.33351 -0.36444 -2.58780
S 4.36628 -2.45855 0.09604
C 2.77178 -2.27810 0.08941
N 1.59875 -2.24654 0.11616
N -0.48119 -3.62946 -1.59103
C 0.20286 -4.55153 -1.50692
N 0.98349 -5.60796 -1.39007
C 1.97312 -5.67113 -0.32008
C 1.50938 -6.61573 0.78383
C 1.15108 -7.98351 0.20585
C 0.09057 -7.83375 -0.88305
C 0.58572 -6.88102 -1.96822
H 2.14069 -4.66351 0.05756
H 2.91148 -6.03214 -0.75461
H 0.63032 -6.18517 1.27114
H 2.29547 -6.70224 1.53577
H 0.79625 -8.65126 0.99313
H 2.04868 -8.43913 -0.22656
H -0.82370 -7.42327 -0.44569
H -0.15581 -8.80068 -1.32740
H -0.17742 -6.70115 -2.72572
H 1.46422 -7.31271 -2.46404
C -1.76323 6.64320 -1.69128
O -1.48333 5.31548 -2.08521
C -2.40415 4.65955 -2.85347
C -3.58586 5.20956 -3.32687
C -4.45297 4.43358 -4.08728
C -4.14971 3.11331 -4.36456
C -2.97304 2.55539 -3.88804
C -2.08820 3.32153 -3.14713
N -0.93159 2.80250 -2.54298
C -0.25032 1.68605 -2.77903
C -0.07959 0.96805 -3.96380
C -0.30956 1.53607 -5.25265
C 0.05553 0.89499 -6.39178
C 0.68350 -0.37740 -6.29932
C 0.92836 -0.95503 -5.09892
C 0.54816 -0.32406 -3.85939
O 0.75991 -0.92799 -2.78730
H -2.68200 6.69314 -1.10481
H -1.84422 7.30177 -2.56004
H -0.92244 6.95862 -1.07911
H -3.84152 6.23135 -3.10138
H -5.37168 4.86980 -4.45208
H -4.83285 2.50259 -4.93541
H -2.74950 1.51344 -4.06375
H -0.64932 3.30091 -1.70636
H 0.33567 1.37438 -1.91602
H -0.72298 2.53116 -5.31526
H -0.09789 1.35619 -7.35638
H 0.98460 -0.88509 -7.20806
H 1.41376 -1.91705 -5.01536
C 3.82323 1.26568 1.76767
N 3.97893 0.81487 3.13366
C 5.08644 1.35931 3.88296
C 5.53148 0.37456 4.94652
C 4.32799 0.04602 5.80691
N 3.24389 -0.42028 4.97696
C 2.19930 -1.16327 5.63660
C 3.05904 -0.04203 3.66294
O 2.11753 -0.46192 3.02055
H 4.66459 0.92632 1.15813
H 3.77568 2.35700 1.73360
H 2.90378 0.86235 1.35062
H 4.80663 2.31331 4.35605
H 5.89815 1.57047 3.18132
H 6.33711 0.79348 5.55180
H 5.89059 -0.53762 4.46447
H 4.02776 0.93230 6.38865
H 4.57039 -0.74331 6.52649
H 2.58942 -2.10541 6.03255
H 1.40879 -1.36787 4.91770
H 1.77646 -0.58569 6.46519
```

Values from the calculation:
Gap between HOMO and LUMO (eV): 6.768
Molecular weight (g mol⁻¹): 1046.42
HOMO (eV): -4.91
LUMO (eV): 1.856
Spin multiplicity: 1
Net charge: -1

--- ii ---
A molecular structure, C45H51ClInN8O6S3, computed with wB97M-V/def2-TZVPD.

```
115
C45H51ClInN8O6S3 (wB97M-V/def2-TZVPD)
In 0.24068 -0.67415 -0.03049
C -0.27479 -2.38234 -3.17863
C -0.54658 -2.95141 -1.81539
N -1.38092 -2.30253 -1.06809
N -2.00610 -2.87860 -0.02587
C -2.14686 -2.37204 1.13299
S -1.30169 -1.05550 1.88729
S -3.48538 -3.08011 2.07465
C -2.66006 -3.43515 3.67689
C -1.88795 -4.71592 3.60053
C -0.55603 -4.71693 3.19575
C 0.13588 -5.91318 3.07436
C -0.49278 -7.11872 3.34811
C -1.82247 -7.12542 3.74445
C -2.51336 -5.93105 3.86864
C 0.25528 -4.07057 -1.33761
C 0.44132 -5.25427 -2.04956
C 1.31275 -6.23019 -1.60973
C 2.07634 -5.98489 -0.46679
C 1.95232 -4.80056 0.22171
C 1.00087 -3.81593 -0.14531
O 0.85663 -2.75647 0.57934
H -1.20765 -2.14692 -3.69133
H 0.31951 -3.07668 -3.76838
H 0.28894 -1.45594 -3.05767
H -3.47180 -3.49128 4.40099
H -2.02402 -2.58000 3.89348
H -0.06127 -3.77967 2.96318
H 1.16714 -5.90150 2.75065
H 0.05056 -8.05039 3.24943
H -2.32467 -8.06278 3.95152
H -3.55367 -5.93515 4.17556
H -0.14859 -5.42488 -2.94418
H 1.40565 -7.16464 -2.14800
H 2.77677 -6.73711 -0.12047
H 2.55760 -4.59677 1.09745
Cl 0.93822 2.97161 3.82646
C 0.72324 1.45657 2.93662
C 1.98537 1.01431 2.18093
O 3.05881 1.58023 2.35544
O 1.81222 0.01146 1.39784
H -0.08252 1.60131 2.21911
H 0.44181 0.68336 3.64802
S -1.79491 4.33220 -0.50647
C -0.40747 3.60560 -0.37821
N 0.60285 3.01919 -0.18502
N 2.28716 -1.30740 -1.40514
C 3.33090 -0.90576 -1.09897
N 4.50063 -0.44327 -0.74505
C 5.34659 0.28559 -1.68792
C 6.02718 1.44529 -0.97266
C 6.79677 0.92640 0.24291
C 5.83449 0.20470 1.19027
C 5.14819 -0.94688 0.46398
H 4.73378 0.63751 -2.51752
H 6.10791 -0.40321 -2.08062
H 5.26809 2.15564 -0.64499
H 6.69346 1.95704 -1.67083
H 7.28479 1.75454 0.76078
H 7.57719 0.23026 -0.08791
H 5.07090 0.90100 1.54729
H 6.37036 -0.19221 2.05549
H 4.38870 -1.40634 1.09520
H 5.88646 -1.71252 0.18727
C 5.12173 5.76492 2.34825
O 4.43916 5.09189 1.31988
C 3.55897 5.80710 0.56114
C 3.45952 7.18272 0.56286
C 2.54678 7.81647 -0.27944
C 1.75122 7.06461 -1.11894
C 1.84740 5.67609 -1.12429
C 2.73821 5.02502 -0.28169
N 2.92879 3.65059 -0.23076
C 1.94205 2.68642 -0.63429
C 1.94650 2.33610 -2.10319
C 2.77870 2.98460 -3.00134
C 2.80430 2.63077 -4.34262
C 1.97354 1.60970 -4.78309
C 1.16352 0.93066 -3.89350
C 1.12538 1.26028 -2.52343
O 0.27838 0.62437 -1.74126
H 4.42831 6.26665 3.02900
H 5.83660 6.49268 1.94918
H 5.66377 4.99878 2.89871
H 4.08966 7.77873 1.20980
H 2.46974 8.89598 -0.26845
H 1.03992 7.54958 -1.77490
H 1.22399 5.10224 -1.79612
H 3.34523 3.38163 0.65408
H 2.19665 1.76912 -0.10551
H 3.41786 3.78359 -2.64325
H 3.45577 3.15197 -5.03280
H 1.96054 1.34354 -5.83404
H 0.53507 0.11856 -4.23783
C -4.17436 1.10287 1.53449
N -4.40704 1.08160 0.10498
C -5.78121 0.92823 -0.32129
C -5.96569 1.60646 -1.66546
C -4.99235 0.96920 -2.63650
N -3.64684 0.98173 -2.10252
C -2.60046 0.71283 -3.06763
C -3.34666 0.95368 -0.76243
O -2.18777 0.87368 -0.35915
H -4.66663 1.97514 1.97530
H -3.10814 1.16142 1.71204
H -4.55268 0.19291 2.00988
H -6.42035 1.38383 0.43688
H -6.05043 -0.13491 -0.39594
H -5.73637 2.66899 -1.56228
H -6.98973 1.49960 -2.02578
H -4.97815 1.51873 -3.58184
H -5.30509 -0.06163 -2.85922
H -2.77131 -0.25379 -3.55606
H -1.64313 0.69004 -2.55512
H -2.59009 1.49669 -3.83028
```

Values from the calculation:
Gap between HOMO and LUMO (eV): 7.412
Molecular weight (g mol⁻¹): 1046.42
HOMO (eV): -5.00
LUMO (eV): 2.412
Spin multiplicity: 1
Net charge: -1

It is i that is the least stable of them.

--- i ---
A gas-phase ion, C5H13N2 (charge +1), computed with wB97M-V/def2-TZVPD.

```
20
C5H13N2 (wB97M-V/def2-TZVPD)
N 2.10231 0.64639 0.52148
C 1.00394 1.65508 0.29183
C -0.42158 0.84784 0.03012
C -0.98821 0.08030 -1.27214
C -1.39002 -1.26043 -0.88298
C -0.21619 -1.59441 0.22066
N -0.17310 -0.33232 0.92912
H 2.49820 0.27961 -0.32786
H 2.84607 1.02689 1.14163
H 0.94495 2.28431 1.21551
H 1.18337 2.19461 -0.65200
H -1.22458 1.37197 0.56996
H -1.82655 0.58664 -1.52486
H -0.27107 0.09076 -2.18458
H -2.21866 -1.20535 -0.21551
H -1.53793 -2.07485 -1.63947
H 0.77265 -1.83489 -0.24863
H -0.64297 -2.33311 0.99043
H 0.62100 -0.15485 1.53587
H -1.06161 -0.27418 1.50142
```

Values from the calculation:
Gap between HOMO and LUMO (eV): 11.022
Molecular weight (g mol⁻¹): 101.17
HOMO (eV): -14.14
LUMO (eV): -3.119
Spin multiplicity: 1
Net charge: +1

--- ii ---
A gas-phase ion, C5H13N2 (charge +1), computed with wB97M-V/def2-TZVPD.

```
20
C5H13N2 (wB97M-V/def2-TZVPD)
C 1.61567 -2.08492 0.92705
C 0.87086 -0.84473 0.50994
N 1.82585 0.20432 -0.02842
C -0.24377 -1.01309 -0.51355
C -0.91552 0.28464 -0.83215
C -1.45669 1.13424 0.05502
N -2.12187 2.26192 -0.30665
H 1.99173 -2.63317 0.06274
H 2.41438 -1.86075 1.63217
H 0.91198 -2.76921 1.38898
H 0.44714 -0.33222 1.37554
H 1.26239 0.99784 -0.38120
H 2.47152 0.49239 0.70698
H 2.37224 -0.06824 -0.84719
H 0.20869 -1.49145 -1.38873
H -0.92056 -1.77138 -0.10753
H -1.21572 0.41660 -1.86732
H -1.45913 0.95955 1.12304
H -2.51512 2.34941 -1.23045
H -2.55322 2.83118 0.41104
```

Values from the calculation:
Gap between HOMO and LUMO (eV): 8.692
Molecular weight (g mol⁻¹): 101.17
HOMO (eV): -11.88
LUMO (eV): -3.189
Spin multiplicity: 1
Net charge: +1

It is i that is the least stable of them.

--- i ---
A gas-phase ion, C5H13N2 (charge +1), computed with wB97M-V/def2-TZVPD.

```
20
C5H13N2 (wB97M-V/def2-TZVPD)
C -1.58073 -1.44742 -1.42940
C -1.14403 -0.80309 -0.10673
C -0.88960 0.69633 -0.24835
C 0.52092 0.99740 -0.74853
N 1.66050 0.31465 -0.01178
C 1.88464 0.44665 1.27104
N 0.99855 0.33831 2.25997
H -1.29360 -0.80483 -2.26451
H -1.07329 -2.38454 -1.61256
H -2.66539 -1.51149 -1.46353
H -1.85704 -1.02695 0.68327
H -0.16208 -1.19814 0.16061
H -1.05936 1.36767 0.59313
H -1.46209 1.15419 -1.06297
H 0.76069 0.69886 -1.77051
H 0.78185 2.04601 -0.74330
H 2.26310 -0.30470 -0.53345
H 2.89548 0.60351 1.64452
H 0.19554 0.95611 2.26463
H 1.22596 -0.13853 3.11848
```

Values from the calculation:
Gap between HOMO and LUMO (eV): 10.037
Molecular weight (g mol⁻¹): 101.17
HOMO (eV): -15.10
LUMO (eV): -5.062
Spin multiplicity: 1
Net charge: +1

--- ii ---
2 unconnected molecules or ions with the total composition C5H13N2, computed with wB97M-V/def2-TZVPD.

```
20
C5H13N2 (wB97M-V/def2-TZVPD)
C 1.55661 -0.76506 2.08540
C 2.75189 -0.54614 0.10351
N 2.24930 0.06098 1.09445
H 2.22824 -0.78108 2.95112
H 1.28422 -1.77282 1.76099
H 0.63060 -0.28451 2.40896
H 3.16790 0.08218 -0.68162
H 2.96486 -1.62349 0.09658
C -1.81247 2.03796 -0.89021
C -1.71217 0.68399 -0.19621
C -1.02223 -1.39967 -1.29729
N -0.81563 -0.18658 -0.98780
H -0.85986 2.56675 -0.84370
H -2.06785 1.90692 -1.93879
H -2.54829 2.66046 -0.38650
H -1.27648 0.79517 0.79788
H -2.66483 0.15923 -0.13827
H -0.31553 -1.93943 -1.91092
H -1.77644 -1.93425 -0.72544
H 0.03815 0.27938 -1.30214
```

Values from the calculation:
Gap between HOMO and LUMO (eV): 7.886
Molecular weight (g mol⁻¹): 101.17
HOMO (eV): -13.10
LUMO (eV): -5.212
Spin multiplicity: 1
Net charge: +1

It is ii that is the least stable of them.